{
  "formula": "C3H3I2N",
  "method": "the ωB97M-V functional and the def2-TZVPD basis",
  "elements": ["C", "C", "C", "N", "I", "I", "H", "H", "H"],
  "positions_angstrom": [[-0.147010, -1.556463, -0.005955], [0.470417, 0.854677, 0.217932], [-0.060319, -0.293642, -0.450478], [-0.184037, -2.553382, 0.493512], [2.617150, 0.367655, 0.092494], [-3.058322, 0.761528, 0.170686], [0.357374, 1.883242, -0.199637], [0.242304, 0.931570, 1.244462], [-0.237553, -0.395185, -1.563014]],
  "atomic_forces_ev_per_a": [[0.1, 1.8, 0.8], [0.9, 1.5, -0.5], [-2.5, 2.5, -3.8], [-0.2, -4.9, 1.9], [-0.1, 0.2, 0.0], [1.5, -0.6, -0.4], [-0.1, -1.3, -0.3], [-0.1, -0.3, 1.2], [0.4, 1.3, 1.0]],
  "lowdin_charge": [-0.35, -0.61, -0.35, 0.24, 0.83, -0.02, 0.08, 0.04, 0.14],
  "lumo_energy_ev": [-3.52, -3.52],
  "homo_ev": [-9.07, -9.07],
  "charge": 0,
  "de_lowest_kj_mol": 214.6,
  "gap_ev": [5.5, 5.6]
}

***

{
  "formula": "C46H49N9OS",
  "method": "the ωB97M-V functional and the def2-TZVPD basis",
  "elements": ["C", "C", "C", "C", "C", "C", "C", "C", "C", "O", "C", "N", "S", "N", "C", "H", "H", "H", "H", "H", "H", "H", "H", "H", "H", "H", "H", "H", "H", "N", "C", "C", "C", "C", "C", "H", "H", "H", "H", "H", "N", "C", "C", "C", "C", "C", "H", "H", "H", "H", "H", "N", "C", "C", "C", "C", "C", "H", "H", "H", "H", "H", "N", "C", "C", "C", "C", "C", "H", "H", "H", "H", "H", "N", "C", "C", "C", "C", "C", "H", "H", "H", "H", "H", "N", "C", "C", "C", "C", "C", "H", "H", "H", "H", "H", "N", "C", "C", "C", "C", "C", "H", "H", "H", "H", "H"],
  "positions_angstrom": [[2.085564, -3.745843, -1.944821], [1.139230, -2.549418, -1.868275], [-0.317082, -2.913865, -1.866499], [-1.087280, -2.723107, -2.977731], [-2.478351, -3.017382, -2.982610], [-3.134518, -3.502696, -1.891194], [-4.615963, -3.770579, -1.914989], [-5.486561, -2.498681, -1.837059], [-6.073372, -2.256909, -0.450398], [-4.775912, -1.314948, -2.241053], [-2.375405, -3.753393, -0.707604], [-2.804803, -4.219017, 0.457316], [-1.515557, -4.277935, 1.430972], [-0.389257, -3.712218, 0.445156], [-0.975306, -3.445960, -0.723460], [2.095261, -4.170563, -2.944220], [1.901963, -4.496167, -1.181275], [3.099933, -3.379065, -1.777856], [1.308716, -1.939193, -2.753524], [1.373274, -1.898772, -1.026813], [-0.628829, -2.326370, -3.872819], [-3.078555, -2.827974, -3.860135], [-4.853603, -4.368891, -1.038352], [-4.862076, -4.380591, -2.780054], [-6.316906, -2.631510, -2.534126], [-6.340083, -3.194498, 0.029305], [-5.324960, -1.754557, 0.159710], [-6.944213, -1.610838, -0.518621], [-5.329690, -0.870507, -2.885726], [0.071048, 1.047320, -2.422026], [0.626707, 2.010169, -1.686452], [0.022151, 2.576496, -0.573802], [-1.234305, 2.122281, -0.205350], [-1.829026, 1.122029, -0.959200], [-1.136141, 0.621926, -2.049897], [1.609791, 2.336438, -2.010480], [0.524550, 3.351344, -0.011106], [-1.741880, 2.540386, 0.656244], [-2.807145, 0.731617, -0.708989], [-1.563770, -0.164043, -2.660296], [3.443446, 2.516003, 0.681167], [4.009058, 2.980810, 1.794083], [4.112867, 2.248569, 2.967041], [3.596446, 0.962404, 2.987951], [3.002799, 0.462956, 1.840595], [2.954626, 1.277530, 0.719021], [4.398377, 3.991519, 1.735428], [4.587257, 2.675911, 3.840237], [3.657185, 0.357900, 3.884454], [2.586124, -0.534785, 1.812463], [2.504059, 0.927341, -0.201559], [9.702297, 0.177951, 3.758477], [9.672959, 0.420032, 2.447140], [8.527630, 0.776271, 1.751752], [7.341495, 0.884221, 2.462450], [7.350624, 0.634671, 3.825563], [8.553417, 0.288086, 4.422252], [10.621326, 0.322551, 1.930889], [8.570630, 0.961010, 0.692210], [6.422499, 1.158221, 1.959996], [6.446118, 0.706724, 4.415462], [8.606658, 0.087128, 5.487247], [10.320857, 1.069273, -0.792447], [10.943476, 0.007424, -1.302087], [11.887847, 0.082034, -2.313979], [12.201457, 1.329473, -2.828723], [11.562828, 2.445045, -2.312192], [10.635855, 2.260535, -1.298166], [10.665659, -0.949231, -0.871617], [12.363489, -0.814198, -2.687480], [12.932806, 1.430737, -3.620330], [11.777679, 3.436784, -2.685347], [10.114888, 3.106677, -0.862115], [-6.664324, -6.196000, -3.721867], [-6.703590, -5.966551, -5.033489], [-7.853964, -5.604112, -5.717957], [-9.032051, -5.474907, -5.000626], [-9.010974, -5.710547, -3.635598], [-7.805913, -6.065269, -3.048167], [-5.760322, -6.081079, -5.556819], [-7.825171, -5.428558, -6.784541], [-9.952170, -5.194873, -5.497513], [-9.907533, -5.621685, -3.037663], [-7.744001, -6.255628, -1.981953], [-3.795708, 4.224333, 1.191036], [-4.180388, 5.365301, 1.762715], [-5.366878, 6.014548, 1.455347], [-6.197246, 5.452471, 0.501554], [-5.812249, 4.266818, -0.105313], [-4.609083, 3.696521, 0.274739], [-3.502596, 5.770474, 2.501203], [-5.630148, 6.936800, 1.954148], [-7.131425, 5.929927, 0.233832], [-6.430440, 3.794373, -0.856287], [-4.270779, 2.768184, -0.173813], [-4.023709, 4.615014, 4.801033], [-4.032487, 4.990180, 6.079923], [-3.453712, 4.255820, 7.103094], [-2.831554, 3.060130, 6.782345], [-2.812837, 2.652547, 5.458992], [-3.419044, 3.463038, 4.509913], [-4.532316, 5.930236, 6.288339], [-3.490676, 4.612494, 8.123303], [-2.368167, 2.456148, 7.552222], [-2.338001, 1.726646, 5.164758], [-3.422925, 3.185112, 3.461381]],
  "atomic_forces_ev_per_a": [[0.6, 0.5, 0.3], [-0.1, -0.1, -0.3], [0.0, 0.2, -0.5], [0.0, -0.2, 0.3], [-0.2, -0.2, 0.4], [-0.4, -0.2, 0.0], [0.4, 0.2, 0.4], [-0.4, 0.1, -0.1], [0.4, 0.0, -0.2], [-0.1, -0.2, -0.1], [0.4, 0.6, -0.8], [0.0, -0.2, 0.5], [-0.3, 0.1, -0.3], [0.3, 0.0, 0.2], [0.1, -0.2, 0.3], [-0.3, -0.3, 0.0], [-0.2, -0.1, -0.1], [0.1, 0.0, 0.0], [0.0, 0.2, -0.1], [0.0, -0.2, 0.3], [0.0, 0.1, -0.1], [0.1, 0.1, -0.2], [0.0, -0.2, 0.0], [-0.1, 0.1, -0.2], [-0.1, -0.1, 0.0], [-0.2, 0.0, 0.1], [0.1, 0.0, 0.1], [-0.1, 0.1, 0.1], [0.1, 0.2, 0.0], [0.0, 0.0, 0.1], [0.0, 0.0, -0.1], [-0.1, 0.0, 0.0], [0.0, 0.0, 0.1], [0.0, 0.0, 0.0], [0.0, -0.1, -0.2], [0.0, 0.1, 0.1], [0.0, 0.0, 0.0], [0.0, 0.1, 0.0], [0.0, -0.1, 0.0], [-0.1, 0.0, 0.0], [0.0, 0.0, 0.1], [0.0, 0.1, -0.1], [-0.1, 0.0, 0.0], [0.0, 0.0, 0.1], [0.0, 0.0, 0.0], [0.1, 0.0, -0.1], [0.0, 0.0, 0.1], [0.0, 0.0, 0.0], [0.0, 0.0, 0.0], [0.0, 0.0, 0.0], [0.0, -0.1, 0.0], [-0.1, 0.0, -0.1], [0.1, 0.0, 0.1], [-0.3, 0.0, 0.3], [0.0, 0.0, 0.0], [0.0, 0.0, 0.0], [0.1, 0.0, 0.1], [0.0, 0.0, -0.1], [0.1, 0.0, -0.1], [0.0, 0.0, 0.0], [0.0, 0.0, 0.0], [-0.1, 0.0, 0.0], [0.2, 0.0, -0.3], [-0.1, 0.0, 0.1], [0.0, 0.0, 0.0], [0.0, 0.0, 0.0], [0.0, 0.0, 0.0], [-0.1, 0.0, 0.1], [0.0, 0.0, 0.0], [0.0, 0.0, 0.0], [0.0, 0.0, 0.0], [0.0, 0.0, 0.0], [0.0, 0.0, 0.0], [-0.1, 0.1, -0.1], [0.1, 0.0, 0.0], [0.0, 0.0, 0.0], [0.0, 0.0, 0.0], [0.0, 0.0, 0.0], [0.1, 0.0, 0.1], [0.0, 0.0, 0.0], [0.0, 0.0, 0.0], [0.0, 0.0, 0.0], [0.0, 0.0, 0.0], [0.0, 0.0, 0.0], [-0.1, 0.0, -0.1], [0.2, 0.0, -0.1], [0.0, 0.0, -0.1], [0.0, 0.0, 0.0], [0.0, 0.0, 0.0], [0.1, -0.1, 0.1], [-0.1, 0.0, 0.0], [0.0, 0.0, 0.0], [0.0, 0.0, 0.0], [0.0, 0.0, 0.0], [0.0, 0.0, 0.0], [0.1, -0.1, 0.2], [-0.1, 0.1, -0.1], [0.0, 0.0, 0.0], [0.0, 0.0, 0.0], [0.0, 0.0, 0.0], [-0.1, 0.0, -0.1], [0.0, 0.0, 0.1], [0.0, 0.0, 0.0], [0.0, 0.0, 0.0], [0.0, 0.0, 0.0], [0.0, 0.0, 0.0]],
  "lowdin_charge": [-0.09, -0.21, -0.19, -0.03, -0.02, -0.16, -0.09, -0.40, -0.04, -0.05, -0.31, -0.22, 1.00, -0.23, -0.30, 0.07, 0.07, 0.07, 0.10, 0.10, 0.12, 0.12, 0.10, 0.10, 0.13, 0.08, 0.08, 0.07, 0.09, 0.06, -0.18, -0.08, -0.07, -0.07, -0.15, 0.10, 0.10, 0.09, 0.09, 0.09, 0.06, -0.16, -0.10, -0.09, -0.06, -0.16, 0.10, 0.10, 0.11, 0.10, 0.09, 0.05, -0.16, -0.07, -0.07, -0.08, -0.17, 0.09, 0.07, 0.09, 0.09, 0.10, 0.05, -0.14, -0.07, -0.08, -0.07, -0.14, 0.11, 0.10, 0.11, 0.10, 0.11, 0.05, -0.16, -0.07, -0.08, -0.07, -0.16, 0.10, 0.10, 0.10, 0.10, 0.10, 0.05, -0.16, -0.07, -0.08, -0.07, -0.15, 0.09, 0.10, 0.10, 0.10, 0.09, 0.06, -0.15, -0.08, -0.08, -0.07, -0.15, 0.10, 0.10, 0.10, 0.10, 0.08],
  "lumo_energy_ev": -0.16,
  "homo_ev": -8.25,
  "charge": 0,
  "gap_ev": 8.1
}

***

{
  "formula": "C6H10OSe",
  "method": "the ωB97M-V functional and the def2-TZVPD basis",
  "elements": ["C", "O", "C", "C", "C", "C", "C", "Se", "H", "H", "H", "H", "H", "H", "H", "H", "H", "H"],
  "positions_angstrom": [[-2.376285, 1.179339, 1.556176], [-1.301214, 1.342149, 0.658293], [-0.722690, 0.303711, -0.034537], [0.283968, 0.819408, -1.057638], [1.045566, -0.271295, -1.701576], [1.701133, -1.209746, -0.994303], [1.794427, -1.507050, 0.396981], [0.496641, -0.640578, 1.622971], [-2.143206, 0.437566, 2.413860], [-3.275353, 0.864599, 1.036920], [-2.592495, 2.230900, 1.852494], [-1.364938, -0.615010, -0.370854], [0.953409, 1.550742, -0.588210], [-0.150673, 1.452882, -1.771722], [1.198730, -0.238495, -2.845176], [1.945977, -2.113122, -1.580943], [1.780582, -2.517909, 0.540592], [2.726421, -1.068089, 0.866672]],
  "atomic_forces_ev_per_a": [[0.1, -0.2, 0.7], [0.1, 0.1, -1.2], [0.4, -1.8, 1.9], [0.4, 0.2, 1.3], [1.5, -0.4, -1.0], [-1.4, -0.8, -3.3], [1.0, 3.4, 2.8], [-1.1, 0.4, -1.8], [-0.3, 1.4, -1.2], [-0.2, -0.5, -0.2], [0.3, -1.0, 0.5], [0.8, 2.0, 0.5], [0.0, -0.3, 0.5], [-1.4, 0.5, -1.2], [-0.6, -0.3, 2.0], [0.7, 0.7, -0.1], [0.0, -2.6, 0.6], [-0.6, -0.8, -0.8]],
  "lowdin_charge": [-0.11, -0.25, -0.42, -0.22, -0.12, -0.22, -0.53, 0.86, 0.10, 0.08, 0.10, 0.15, 0.13, 0.10, 0.13, 0.11, 0.02, 0.08],
  "lumo_energy_ev": 0.80,
  "homo_ev": -7.99,
  "charge": 0,
  "de_lowest_kj_mol": 132.7,
  "gap_ev": 8.8,
  "smiles": "CO[C@H]1CC=CC[Se]1"
}

***

{
  "formula": "C10H21N2",
  "method": "the ωB97M-V functional and the def2-TZVPD basis",
  "elements": ["C", "N", "C", "C", "C", "C", "C", "C", "C", "C", "N", "C", "H", "H", "H", "H", "H", "H", "H", "H", "H", "H", "H", "H", "H", "H", "H", "H", "H", "H", "H", "H", "H"],
  "positions_angstrom": [[-1.446027, -1.813817, -2.052197], [-0.996060, -1.115727, -1.151905], [-1.625326, 0.123934, -0.735513], [-2.002012, -0.181722, 0.707062], [-2.768692, 0.925432, 1.418243], [-0.709996, 1.398354, -0.876234], [0.487051, 1.618445, 0.096225], [1.710113, 0.889398, -0.397139], [3.008229, 1.679619, -0.173635], [1.964278, -0.458185, 0.266585], [1.081698, -1.427979, 0.334339], [1.391597, -2.694482, 0.987271], [-1.046823, -2.789349, -2.159040], [-2.488781, -1.689790, -2.345096], [-2.570868, 0.380646, -1.265525], [-2.584317, -1.114692, 0.807792], [-1.115343, -0.290630, 1.253483], [-3.134713, 1.562396, 0.625911], [-2.102983, 1.577024, 2.034181], [-3.526064, 0.682991, 2.161087], [-1.400101, 2.293191, -0.879175], [-0.315336, 1.319974, -1.813416], [0.740525, 2.764372, 0.160066], [0.214877, 1.407183, 1.165980], [1.415042, 0.534682, -1.337062], [2.986262, 2.676755, -0.596750], [3.788779, 1.151388, -0.628929], [3.240777, 1.784020, 0.868855], [3.025007, -0.675085, 0.636881], [0.311386, -1.612094, -0.374374], [2.425644, -2.547755, 1.364921], [0.580193, -2.891944, 1.738551], [1.461972, -3.466562, 0.158546]],
  "atomic_forces_ev_per_a": [[-3.0, -1.8, -0.2], [1.9, 2.3, 0.4], [-0.6, 0.7, 1.1], [-1.6, 0.0, 0.9], [0.9, 1.5, 0.4], [-1.8, 0.4, 2.7], [-1.4, 2.1, 1.2], [1.1, -0.9, 2.7], [-1.1, 0.4, -0.8], [-0.8, -1.3, 0.2], [3.0, 0.2, -0.1], [0.9, -0.3, -0.5], [0.7, -0.8, -0.8], [0.1, 0.4, -1.0], [0.6, -0.5, -0.2], [0.4, 0.2, -0.4], [1.5, -0.7, 0.8], [-0.8, 0.4, 0.2], [-0.1, -0.4, -0.7], [-0.3, -0.6, -0.6], [0.8, -1.0, 0.2], [1.0, 0.2, -2.8], [-0.5, -2.1, -0.5], [0.3, -0.1, -0.9], [0.5, 0.2, -2.3], [-0.2, 0.1, -0.2], [1.5, -0.6, -0.7], [-0.1, -0.1, 0.7], [-1.7, 0.3, 0.1], [-1.0, 2.2, 0.3], [-0.9, -0.7, 0.5], [1.1, -0.1, -0.6], [-0.4, 0.6, 1.3]],
  "lowdin_charge": [0.03, -0.04, -0.32, -0.23, -0.08, -0.11, -0.15, -0.33, -0.04, 0.05, 0.00, -0.02, 0.08, 0.11, 0.15, 0.13, 0.06, 0.07, 0.09, 0.08, 0.14, 0.07, 0.16, 0.12, 0.12, 0.09, 0.07, 0.09, 0.17, 0.09, 0.09, 0.12, 0.12],
  "lumo_energy_ev": -3.98,
  "homo_ev": -13.76,
  "charge": 1,
  "de_lowest_kj_mol": 155.5,
  "gap_ev": 9.8,
  "smiles": "C=N[C@@H](CC)CC[C@@H](C)/C=[NH+]/C"
}

***

{
  "formula": "C5H4NO4",
  "method": "the ωB97M-V functional and the def2-TZVPD basis",
  "elements": ["C", "C", "C", "C", "C", "N", "O", "O", "O", "O", "H", "H", "H", "H"],
  "positions_angstrom": [[1.455573, 0.438547, 0.357190], [-1.044240, -0.007910, 0.815904], [0.590259, -1.713138, 0.162087], [2.469641, 1.115852, -0.398152], [-2.170110, 0.733732, 0.103150], [-0.688624, -0.993710, -0.030952], [2.669414, 1.127258, 0.963796], [0.558253, -2.884583, -0.119530], [3.000734, 1.588815, -1.374220], [1.630986, -1.010244, 0.612832], [-3.107067, 0.272813, 0.323848], [-1.946298, 0.860222, -1.006598], [-2.353602, 1.728768, 0.604775], [-1.064924, -1.256416, -1.014133]],
  "atomic_forces_ev_per_a": [[-0.7, 0.9, 0.2], [-0.5, -0.7, -1.5], [-1.7, 0.3, 0.3], [0.4, -1.0, 0.9], [0.9, 2.0, 0.3], [1.3, -0.9, -0.5], [0.5, 0.7, -1.1], [1.1, 0.0, 0.1], [-0.2, -0.1, 0.7], [-0.8, -0.5, -1.4], [-0.7, -1.0, -0.2], [-0.6, -0.1, 1.2], [0.6, -0.7, -0.8], [0.5, 1.0, 1.9]],
  "lowdin_charge": [-0.14, -0.11, -0.54, -0.49, -0.18, -0.05, 0.01, 0.07, 0.05, 0.04, 0.04, 0.08, 0.06, 0.17],
  "lumo_energy_ev": 3.76,
  "homo_ev": -2.92,
  "charge": -1,
  "de_lowest_kj_mol": 513.8,
  "gap_ev": 6.7
}

***

{
  "formula": "C5H9NO2",
  "method": "the ωB97M-V functional and the def2-TZVPD basis",
  "elements": ["C", "C", "C", "C", "N", "C", "O", "O", "H", "H", "H", "H", "H", "H", "H", "H", "H"],
  "positions_angstrom": [[1.286504, -0.165849, -0.232220], [-1.958875, 1.068979, 0.434168], [-0.921865, 0.365269, -0.422106], [-0.014562, -0.641028, 0.273387], [1.522825, -0.360996, -1.560739], [-0.231993, -1.456449, 1.294719], [2.320020, -0.114031, 0.627422], [-1.105049, 0.234200, -1.664901], [3.164023, -0.110823, 0.156011], [0.365653, 1.192486, -0.218510], [0.631486, -0.288083, -2.084072], [2.280621, 0.177865, -1.963270], [-2.354812, 1.921213, -0.115735], [-1.548051, 1.394437, 1.389252], [-2.779230, 0.372134, 0.624864], [-1.233434, -1.608548, 1.674776], [0.576738, -1.980776, 1.786956]],
  "atomic_forces_ev_per_a": [[-0.8, 0.5, -0.1], [0.3, 0.2, -0.1], [-0.7, -0.9, -0.7], [0.1, 0.2, 0.3], [0.1, 0.0, -0.2], [0.0, 0.1, -0.2], [0.0, 0.0, -0.1], [0.2, 0.3, 0.8], [-0.1, 0.1, 0.0], [0.8, -0.3, 0.2], [0.2, -0.1, 0.1], [-0.1, 0.0, 0.1], [0.0, 0.0, 0.0], [0.0, 0.0, 0.0], [0.1, 0.0, -0.1], [0.0, 0.0, 0.0], [0.0, 0.0, 0.0]],
  "lowdin_charge": [-0.43, -0.03, -0.53, -0.24, 0.15, 0.10, 0.10, -0.05, 0.12, 0.20, 0.10, 0.11, 0.08, 0.08, 0.09, 0.07, 0.07],
  "lumo_energy_ev": 0.38,
  "homo_ev": -8.40,
  "charge": 0,
  "de_lowest_kj_mol": 374.8,
  "gap_ev": 8.8
}